This record from the Open Molecules 2025 dataset describes a structure of composition C51H116N3NiO21. The level of theory is ωB97M-V with the def2-TZVPD basis set.

gap between HOMO and LUMO (alpha / beta) = 7.464 / 7.480 eV
charge = +1
2S+1 = 3

The geometry in XYZ format:
```
192
Properties=species:S:1:pos:R:3:forces:R:3
Ni 4.413249 19.294986 -12.456679 -0.42 -1.09 -0.19
C 3.425662 18.404439 -18.991787 0.07 0.15 1.07
C 4.365327 19.613359 -18.600224 1.61 -0.85 -1.50
C 4.864599 20.218448 -19.919103 -0.22 1.35 -0.94
C 3.885879 21.142358 -20.544372 -1.36 2.25 0.80
C 3.296966 22.243746 -19.527729 0.62 -3.68 -1.10
C 2.787007 21.562440 -18.179290 1.84 2.62 -0.58
N 3.827312 20.589573 -17.630703 -1.59 -1.88 2.58
O 3.641886 20.047249 -16.308593 0.45 2.28 -5.07
C 1.415164 20.933826 -18.364843 -0.84 -0.05 0.60
C 2.878455 22.831526 -17.253725 -1.34 -1.55 1.47
C 5.692330 19.065695 -18.057972 -0.32 -1.25 0.36
H 3.814049 17.814272 -19.821810 0.73 -0.02 0.37
H 2.399855 18.536583 -19.335790 -0.02 0.94 0.36
H 3.383234 17.835245 -18.063168 -0.22 -0.53 -0.20
H 4.993866 19.512557 -20.739532 0.31 -0.91 0.71
H 5.831959 20.717733 -19.864006 0.08 0.10 0.61
H 3.082558 20.539146 -20.967328 -0.28 0.24 -0.09
H 4.330248 21.754029 -21.329542 0.05 -0.38 -0.34
H 2.446856 22.633262 -20.087823 -0.01 0.59 0.57
H 4.107757 22.953815 -19.364895 -0.36 0.18 0.20
H 1.287885 20.002243 -17.813438 0.21 0.11 0.22
H 1.077023 20.709138 -19.376408 0.64 0.11 -0.29
H 0.651087 21.614965 -17.990236 0.00 0.11 0.16
H 2.420343 22.498387 -16.322461 0.35 0.15 0.57
H 2.265838 23.700384 -17.494329 0.09 -0.19 -0.87
H 3.907334 23.136125 -17.062070 -0.09 -0.18 -0.18
H 6.464909 19.801136 -17.833549 -0.54 0.36 0.44
H 6.178396 18.473351 -18.833181 -0.29 -0.28 -0.14
H 5.462750 18.394858 -17.230107 0.46 0.15 0.31
C -6.888544 16.863987 -13.762300 -0.25 -0.51 0.17
O -6.933882 18.020156 -12.943678 -0.17 1.43 -0.94
C -6.832028 19.302805 -13.626679 -0.30 -1.80 -0.44
C -5.499749 19.464443 -14.290819 2.25 0.67 0.12
O -5.144345 18.580159 -15.351999 -1.32 -0.43 -1.24
C -3.806926 18.564048 -15.840268 1.52 1.43 2.25
C -3.577301 18.188681 -17.277117 -3.06 0.92 0.32
O -3.938879 19.313770 -18.151372 0.99 -2.17 0.26
C -5.280668 19.751560 -18.048679 0.58 1.65 -0.25
H -7.458041 16.127991 -13.194766 0.22 -0.25 -0.11
H -5.879152 16.509410 -13.970860 0.20 0.04 0.38
H -7.336259 16.924800 -14.754251 -0.37 0.63 0.02
H -7.034693 20.060536 -12.869800 0.55 0.00 0.02
H -7.587607 19.470148 -14.394269 -0.53 -0.57 -0.06
H -4.746401 19.335321 -13.513718 0.27 0.11 0.28
H -5.393746 20.477735 -14.678235 -0.13 0.38 0.09
H -3.278262 17.969284 -15.095367 0.51 -0.69 -0.38
H -3.263350 19.507255 -15.785552 -0.54 0.90 0.54
H -4.388692 17.461403 -17.305607 0.38 -1.00 -1.40
H -2.555930 17.856858 -17.463674 -0.36 0.03 -0.17
H -5.480749 20.310203 -18.963005 -0.03 -0.25 -0.27
H -5.230232 20.542307 -17.300161 -0.86 -0.17 0.54
H -6.093626 19.040854 -17.900006 0.46 -0.37 0.26
C 9.677534 13.924059 -18.917394 0.69 -0.32 -1.47
O 10.159113 13.541957 -20.190512 -0.88 -0.10 -2.63
C 9.197781 12.865630 -21.085858 0.39 1.63 0.43
C 8.080067 13.729999 -21.814514 1.90 -0.86 0.50
O 8.700609 14.479722 -22.911041 -1.55 -0.61 1.74
C 8.606490 15.890400 -22.660504 -1.90 -1.70 -0.20
C 8.726451 16.559531 -23.982664 0.65 1.13 -0.52
O 7.602857 16.362271 -24.920058 1.31 -0.11 1.69
C 7.823447 16.577681 -26.300602 0.13 -1.36 -0.60
H 8.779417 14.538289 -18.982241 -0.41 -0.28 0.19
H 10.482905 14.589137 -18.605733 -0.10 -0.35 0.89
H 9.588046 12.954023 -18.428386 -0.39 0.54 1.17
H 8.836652 11.995222 -20.538071 -0.59 0.02 -0.03
H 9.728293 12.506778 -21.967836 0.60 -0.06 0.38
H 7.478925 14.373354 -21.172010 0.16 0.10 0.05
H 7.441876 12.910413 -22.144754 -0.30 0.35 -0.77
H 9.276903 16.091831 -21.824991 0.64 0.86 -0.57
H 7.619698 16.190552 -22.308006 -0.50 -0.46 0.34
H 9.718631 16.226895 -24.287698 -0.15 0.06 -1.28
H 8.799101 17.610241 -23.701845 0.06 0.45 -0.54
H 7.317600 17.441092 -26.732735 0.44 0.51 0.49
H 7.397845 15.744809 -26.860302 -0.66 -0.32 0.31
H 8.848193 16.417688 -26.635869 0.44 0.91 0.44
C -2.595197 22.767501 -23.847465 0.37 -0.70 0.46
O -3.120301 22.149008 -25.009041 -1.36 0.41 0.62
C -4.438217 21.655111 -24.655043 -0.11 0.13 -0.38
C -5.237079 21.382961 -25.943938 -0.25 -0.63 0.72
O -6.577029 20.907139 -25.654608 1.24 0.98 -0.38
C -7.419260 20.736475 -26.827145 -0.46 -0.80 1.92
C -8.550501 21.833793 -26.810405 -0.03 -0.57 -1.30
O -9.853827 21.462273 -27.389970 0.46 0.12 0.20
C -10.842626 20.718146 -26.614562 2.20 0.63 1.03
H -1.660857 23.293720 -24.042957 -0.23 0.04 -0.35
H -2.378962 21.996650 -23.107789 0.28 -0.30 0.18
H -3.312693 23.396864 -23.320953 -0.11 0.50 -0.42
H -4.964071 22.340728 -23.990588 -0.06 0.54 -0.25
H -4.337736 20.765741 -24.032929 0.08 -0.46 -0.24
H -4.666483 20.581935 -26.413917 -0.10 0.04 -0.64
H -5.292736 22.271334 -26.573056 0.23 0.05 -0.01
H -7.748185 19.720157 -26.610369 -1.00 0.06 -0.42
H -6.835699 20.605843 -27.738457 0.00 0.74 -0.15
H -8.166778 22.632359 -27.445340 -0.40 -0.04 -0.55
H -8.551365 22.371229 -25.862117 -0.60 -0.79 0.60
H -11.746340 20.445050 -27.159368 0.49 0.29 -0.46
H -11.100639 21.306434 -25.733966 -0.35 0.20 -0.01
H -10.334214 19.844051 -26.207657 -0.29 -0.45 -0.15
C 1.613465 19.836286 -11.010964 -0.93 -0.31 0.55
O 2.290195 18.838931 -11.837095 -0.99 0.70 0.85
C 1.575278 17.588162 -11.754309 0.38 -1.27 0.59
C 2.224095 16.516664 -12.700993 -0.62 1.86 0.68
O 3.616478 16.717050 -12.574250 -0.37 0.87 0.60
C 4.513133 15.829749 -13.225894 -0.66 1.64 1.21
C 5.930553 16.428011 -13.069499 -0.57 -0.69 -1.10
O 5.910045 17.852084 -12.913266 -0.23 0.19 -0.25
C 7.170355 18.512671 -13.016834 1.33 -0.80 -0.13
H 2.079579 20.821557 -11.019488 0.26 -0.37 -0.37
H 1.414228 19.541614 -9.980637 1.43 -0.56 0.48
H 0.542477 19.933674 -11.188715 -0.04 0.19 -1.58
H 0.498262 17.698176 -11.880932 -0.04 0.45 -1.15
H 1.517271 17.205923 -10.735177 1.05 0.17 0.48
H 1.795266 16.808386 -13.659690 0.65 -0.43 -0.71
H 1.905553 15.506634 -12.443162 -0.01 -0.01 0.14
H 4.150845 15.835648 -14.253907 0.51 -0.99 -0.18
H 4.494232 14.948713 -12.584391 -0.03 -0.83 -1.08
H 6.407681 16.122780 -14.000777 0.45 0.50 -0.19
H 6.467930 15.868894 -12.303526 0.05 0.75 0.59
H 7.134349 19.425939 -12.422912 0.18 -0.21 0.07
H 7.596477 18.717981 -13.998862 -1.30 0.44 -0.78
H 7.969635 17.819104 -12.755655 -0.06 0.04 1.29
C 1.841551 12.204975 -22.777110 -0.51 -1.38 -0.59
O 1.663814 12.633455 -21.443801 0.89 0.55 -0.16
C 0.535467 12.238774 -20.705194 0.49 -0.04 0.29
C 0.191348 13.278532 -19.618988 -2.37 -1.42 -0.86
O -0.927514 12.662232 -18.902673 0.57 0.32 -0.09
C -2.168215 12.622392 -19.586693 -0.23 -0.13 0.65
C -3.116710 11.758012 -18.670860 0.09 1.09 -1.78
O -4.377056 11.506609 -19.357106 1.46 0.05 0.10
C -5.201683 12.640905 -19.321547 -1.68 0.10 1.40
H 2.316058 11.229661 -22.885352 0.53 -0.22 0.69
H 2.426534 12.854298 -23.428471 -0.04 0.62 0.71
H 0.923286 11.975856 -23.317854 -0.68 0.61 0.21
H 0.617208 11.316700 -20.129696 0.61 -0.53 -0.37
H -0.295267 12.103419 -21.397772 -0.22 0.19 0.09
H -0.207396 14.105654 -20.206334 0.39 0.87 0.65
H 0.899998 13.477516 -18.815062 0.32 0.17 -0.70
H -2.099423 12.210196 -20.593405 -0.02 -0.57 0.11
H -2.500918 13.644943 -19.765005 -0.37 0.26 0.32
H -3.266141 12.279065 -17.725199 -0.18 0.01 0.08
H -2.541255 10.852193 -18.479933 -0.62 -0.31 -0.12
H -6.107012 12.629372 -19.928452 0.85 -0.41 -1.57
H -4.712893 13.614829 -19.347128 0.15 -0.17 -0.25
H -5.828283 12.580032 -18.431724 0.60 0.36 1.21
C 9.400500 25.387566 -23.895618 0.22 -0.04 1.08
O 10.677033 24.808812 -23.690603 0.59 -1.27 -0.32
C 10.853383 23.369979 -23.484740 0.68 1.70 0.25
C 10.288115 22.974106 -22.120856 -0.91 -0.60 0.82
O 10.933161 21.821327 -21.594078 1.14 -0.09 0.17
C 10.814211 21.619431 -20.203334 -0.18 0.28 0.81
C 11.248734 20.218715 -19.756389 -1.29 -0.30 -1.08
O 12.546325 19.939635 -20.206949 -0.36 -0.68 -0.85
C 12.657676 18.643428 -20.894932 0.85 1.33 1.92
H 8.972318 25.652785 -22.928965 -0.19 -0.02 0.31
H 8.652795 24.754409 -24.373274 0.27 -0.03 -0.57
H 9.596088 26.348675 -24.371112 -0.27 -0.28 -0.49
H 11.933154 23.237390 -23.416849 0.22 0.43 0.62
H 10.756221 22.819972 -24.420773 -1.54 -0.33 0.16
H 9.225258 22.775130 -21.983544 -0.62 -0.25 -1.11
H 10.322697 23.827831 -21.444058 1.11 0.39 -0.03
H 9.837317 21.982861 -19.884453 -0.92 -1.02 0.02
H 11.358042 22.231496 -19.483802 1.28 1.00 -0.90
H 10.564263 19.462900 -20.141528 -0.21 -0.10 -0.34
H 11.145450 20.113062 -18.676448 0.28 0.36 0.33
H 13.744350 18.620266 -20.976770 -0.16 -0.64 -0.57
H 12.124116 18.508063 -21.835722 -0.03 0.55 -0.01
H 12.333594 17.904202 -20.162385 0.01 -0.40 -0.22
C 4.028660 28.528450 -21.018893 2.48 0.74 -1.84
O 5.276862 28.588551 -21.263800 -3.96 -0.30 0.79
N 3.045995 28.859592 -21.942929 1.95 -0.13 -1.69
C 1.605843 28.876079 -21.653161 0.60 1.29 -0.57
C 3.562807 29.220491 -23.345190 -1.14 -0.29 -0.10
H 3.663336 28.211300 -20.029874 -0.17 0.07 -0.19
H 1.032805 29.237931 -22.506850 0.38 -0.66 -0.64
H 1.433522 29.770555 -21.054550 -0.31 -0.66 1.18
H 1.204879 27.907776 -21.353634 0.04 0.33 0.44
H 4.452647 28.670182 -23.650871 0.10 0.29 0.73
H 2.866635 29.035758 -24.163310 -0.88 -1.24 0.55
H 3.609269 30.270701 -23.633279 0.91 0.54 1.34
C 6.238073 23.949750 -13.232645 1.32 -0.06 -2.28
O 5.630121 23.012152 -12.846102 -1.56 -3.91 1.21
N 5.949593 25.148557 -12.903278 -0.53 6.23 0.36
C 6.705879 26.320221 -13.456774 0.06 -1.15 1.14
C 4.736152 25.505278 -12.128273 1.32 -1.27 0.46
H 6.999967 23.936802 -14.027341 0.50 -0.48 0.17
H 6.097816 26.943650 -14.112293 0.10 -0.16 -0.03
H 7.625887 25.954291 -13.912605 -0.27 0.02 -0.45
H 7.064069 26.884346 -12.595631 -0.23 0.35 -0.08
H 4.766249 24.814498 -11.285642 -0.64 -0.16 -0.04
H 4.827991 26.485186 -11.659823 -0.04 0.13 -0.64
H 3.851705 25.350028 -12.746136 -0.07 0.24 0.23
```
Forces are in eV/Å.